# 1
The following is a quantum chemistry calculation of a structure of composition C25H24ClN3NiSb, from OMol25.

```
! wB97M-V def2-TZVPD RIJCOSX def2/J DEFGRID3
* xyz 1 1
Ni 0.250 -0.230 0.299
C 1.567 -2.222 -1.852
C 2.574 -1.280 -1.271
C 3.911 -1.306 -1.653
C 4.806 -0.421 -1.084
C 4.351 0.482 -0.133
C 3.011 0.461 0.207
N 2.148 -0.401 -0.353
Sb 2.130 1.779 1.669
C 0.655 2.369 0.176
C 0.510 3.719 -0.059
C -0.194 4.137 -1.190
C -0.694 3.189 -2.049
C -0.541 1.831 -1.754
C -1.064 0.786 -2.685
N 0.100 1.450 -0.650
C 1.340 0.028 2.701
C 1.604 -0.084 4.051
C 1.286 -1.273 4.703
C 0.724 -2.301 3.980
C 0.451 -2.129 2.623
C -0.202 -3.212 1.826
N 0.762 -0.982 2.013
H 2.021 -2.867 -2.601
H 1.136 -2.851 -1.073
H 0.748 -1.673 -2.318
H 4.235 -2.022 -2.396
H 5.849 -0.434 -1.375
H 5.024 1.188 0.334
H 0.948 4.442 0.617
H -0.326 5.191 -1.394
H -1.219 3.472 -2.951
H -0.507 0.820 -3.624
H -0.971 -0.206 -2.249
H -2.116 0.967 -2.911
H 2.057 0.737 4.589
H 1.486 -1.389 5.760
H 0.478 -3.244 4.450
H 0.271 -4.173 2.028
H -1.257 -3.299 2.090
H -0.150 -2.994 0.762
Cl -2.427 -2.424 -0.754
C -3.156 -0.836 -0.800
C -4.198 -0.629 -1.687
C -4.754 0.636 -1.798
C -4.261 1.670 -1.015
C -3.233 1.431 -0.117
C -2.647 0.170 0.022
C -1.551 -0.074 0.994
H -4.561 -1.452 -2.288
H -5.571 0.806 -2.487
H -4.692 2.660 -1.089
H -2.869 2.238 0.510
H -1.745 -0.999 1.538
H -1.529 0.744 1.721
*
```

Values from the calculation:
Molecular weight, g mol⁻¹: 582.39
E_tot, Ha: -3339.8833

Here are the Löwdin charges for atoms 1 to 6, given in e:
1. Ni 0.33
2. C -0.01
3. C -0.28
4. C 0.00
5. C -0.03
6. C -0.09

# 2
The following is a quantum chemistry calculation of a structure of composition C16H25INO4P2S2Tb in a non-equilibrium geometry, from OMol25.

```
! wB97M-V def2-TZVPD RIJCOSX def2/J DEFGRID3
* xyz 2 7
C 0.060 -0.085 -7.271
C 0.065 1.087 -6.448
H 0.060 0.204 -8.352
H -0.857 -0.665 -7.013
H 0.972 -0.674 -7.014
O 0.072 2.036 -5.753
I 0.159 -1.392 -3.200
Tb 0.200 -0.477 -0.522
P 2.985 0.076 -0.725
C 3.900 1.409 0.122
C 3.766 -1.400 0.048
H 4.852 -1.353 -0.112
H 4.893 -0.136 -2.231
H 3.351 -2.307 -0.409
H 3.320 -0.531 -3.048
H 3.623 1.461 1.181
H 3.524 -1.411 1.118
C 3.834 0.144 -2.350
H 4.979 1.223 0.020
H 3.758 1.168 -2.740
H 3.635 2.358 -0.360
P -2.708 -0.011 -0.829
C -3.547 1.365 0.045
C -3.521 0.185 -2.471
H -3.445 -2.324 -0.678
H -4.779 -1.175 -0.310
H -3.489 -1.532 0.899
C -3.715 -1.398 -0.162
H -3.047 -0.494 -3.192
H -4.598 -0.032 -2.384
H -4.640 1.234 -0.019
H -3.245 2.316 -0.414
H -3.382 1.214 -2.826
H -3.220 1.367 1.092
C 0.026 1.942 -0.058
O -0.036 3.065 0.185
O 1.220 2.076 2.701
S 1.486 0.691 2.993
O 2.848 0.276 3.252
N 0.815 -0.265 1.747
C 0.031 -1.264 2.241
S -0.470 -2.496 1.193
C -0.375 -1.036 3.609
C -1.500 -1.547 4.267
C -1.821 -1.066 5.528
C -1.033 -0.079 6.138
C 0.064 0.480 5.466
C 0.357 0.012 4.187
H -2.110 -2.293 3.753
H -2.693 -1.461 6.045
H -1.294 0.253 7.139
H 0.673 1.264 5.920
*
```

Values from the calculation:
Molecular weight, g mol⁻¹: 707.29
E_tot, Ha: -3581.1503

Here are the Löwdin charges for atoms 1 to 6, given in e:
1. C 0.06
2. C 0.05
3. H 0.16
4. H 0.15
5. H 0.15
6. O 0.34

> Which formula does entry 1 have?

C25H24ClN3NiSb